1.
8
Properties=species:S:1:pos:R:3:forces:R:3:mulliken_charge:R:1 method="wB97M-V/def2-TZVPD" orbital_gap_ev=10.661 smiles=CCl.S total_energy_ha=-899.4582 homo_ev=-9.907 lumo_energy_ev=0.75
C 1.3928 0.4222 -0.1532 0.0 0.2 0.0 -0.137
H -3.0382 -0.5977 1.0590 0.1 0.0 -0.1 0.152
H -1.5531 -0.0734 -0.0857 -0.2 -0.1 0.0 -0.025
H 1.8986 1.0631 0.5687 -0.1 -0.1 -0.1 0.256
H 1.4869 0.8390 -1.1558 0.0 -0.1 0.1 0.242
H 0.3403 0.3195 0.1121 0.3 0.0 0.0 -0.086
S -2.6803 -0.7874 -0.2193 0.0 0.0 0.0 -0.222
Cl 2.1529 -1.1854 -0.1258 0.0 0.0 0.0 -0.179

2.
10
Properties=species:S:1:pos:R:3:forces:R:3:mulliken_charge:R:1 method="wB97M-V/def2-TZVPD" orbital_gap_ev="7.415 / 7.417" total_energy_ha=-612.2340 homo_ev="-9.136 / -9.137" lumo_energy_ev="-1.72 / -1.72"
C -0.7823 -0.4711 -1.1118 -2.5 1.5 2.8 -0.786
N 0.1095 0.4452 1.5727 -0.3 -1.1 -0.8 -0.463
O 0.0628 2.1796 -0.4065 0.3 -2.0 0.0 -0.492
F 2.4847 -1.0674 -0.0963 -1.7 1.1 0.0 -0.761
P 0.0278 0.7452 -0.0541 0.8 1.0 1.4 0.837
H 0.0047 -0.8307 -1.6223 2.6 -2.1 -1.9 0.309
H -1.4289 -1.1450 -0.5490 0.9 -0.6 0.4 0.369
H -1.5390 -0.0367 -1.7169 -0.1 1.2 -0.9 0.356
H 0.1280 -0.5122 1.9011 -0.8 -0.8 -0.8 0.325
H 0.9327 0.6930 2.0830 0.8 1.6 -0.2 0.307

3.
10
Properties=species:S:1:pos:R:3:forces:R:3:mulliken_charge:R:1 method="wB97M-V/def2-TZVPD" orbital_gap_ev="6.628 / 8.065" spin_multiplicity=3 total_energy_ha=-898.7738 homo_ev="-5.819 / -10.294" lumo_energy_ev="0.81 / -2.23"
C 1.4280 0.2367 0.2835 -1.3 3.3 2.1 -0.546
O 0.0909 0.7943 0.1191 -1.2 -1.2 1.2 -0.403
F -0.4823 -0.7693 1.8956 1.1 -0.3 2.9 -0.226
P -2.9875 0.8071 1.9607 -2.6 0.5 1.1 -0.108
P -1.2923 0.1113 0.9237 2.4 0.8 -5.4 0.437
H 1.9277 1.1050 0.7893 0.4 -1.3 -0.5 0.187
H 1.7583 0.0457 -0.6552 1.4 -0.3 -2.9 0.261
H 1.4466 -0.6555 0.8312 0.0 -1.1 1.1 0.296
H -3.5973 1.2008 0.6609 0.8 -0.2 1.0 0.092
H -1.5356 -1.0888 0.2503 -1.0 -0.3 -0.7 0.011

4.
8
Properties=species:S:1:pos:R:3:forces:R:3:mulliken_charge:R:1 method="wB97M-V/def2-TZVPD" orbital_gap_ev="8.196 / 7.716" total_energy_ha=-430.2987 homo_ev="-8.637 / -7.790" lumo_energy_ev="-0.44 / -0.07"
C -1.7982 -0.4180 0.0370 1.0 0.6 -1.0 -0.406
F -2.6436 0.6459 0.0808 0.3 -0.1 0.2 -0.221
Si 1.0754 0.6585 0.0172 -2.4 -0.7 0.4 0.340
H -1.9568 -1.1014 0.8574 0.2 0.1 0.3 0.240
H -1.8046 -0.8547 -0.9589 0.1 0.0 0.1 0.257
H 1.3727 1.6268 -1.0227 0.1 0.2 -0.3 -0.068
H 1.9477 -0.4974 0.1122 0.4 -0.2 0.0 -0.070
H 0.7591 1.2720 1.3017 0.3 0.2 0.3 -0.072

5.
11
Properties=species:S:1:pos:R:3:forces:R:3:mulliken_charge:R:1 method="wB97M-V/def2-TZVPD" orbital_gap_ev=7.655 total_energy_ha=-1513.2101 homo_ev=-9.008 lumo_energy_ev=-1.35
C 1.1561 0.7684 0.4717 -1.0 2.5 0.9 -0.954
Si -0.6676 0.3099 0.5951 2.1 0.7 3.2 0.422
Si -4.8244 -2.0120 2.3987 0.2 0.4 -0.3 0.127
I -0.8812 -1.3868 2.4113 0.0 0.1 0.0 -0.135
I -4.0225 -3.3292 0.4537 -0.2 0.1 0.1 -0.045
I -4.7255 0.3748 1.5423 -0.1 -0.5 0.1 -0.113
H 1.1483 1.9448 0.6998 0.5 -2.6 -0.6 0.246
H 1.7628 0.2422 1.2015 0.1 0.1 0.0 0.317
H 1.4670 0.5508 -0.5331 0.5 0.1 -0.4 0.287
H -0.9183 -0.4327 -0.5146 -1.4 -1.0 -2.4 -0.088
H -1.2631 1.4983 1.2015 -0.8 0.1 -0.5 -0.065

6.
11
Properties=species:S:1:pos:R:3:forces:R:3:mulliken_charge:R:1 method="wB97M-V/def2-TZVPD" orbital_gap_ev="7.762 / 6.567" total_energy_ha=-577.9647 homo_ev="-14.114 / -13.639" charge=+1 lumo_energy_ev="-6.35 / -7.07"
C -0.9838 0.2509 -0.1027 -0.2 2.1 1.0 0.713
N -0.7330 1.3689 0.6305 0.9 0.3 -0.8 -0.399
N -0.1911 -0.7270 -0.4594 0.0 -0.9 -0.8 -0.239
N 0.8812 -1.2645 0.0187 0.8 0.2 -1.4 -0.259
O -2.1916 0.2833 -0.6001 -0.6 -2.3 -1.5 -0.458
I 3.8721 -0.3069 0.1610 0.3 0.1 0.0 0.087
H 0.2784 1.5799 0.8159 -1.6 -0.1 -0.1 0.257
H -1.3985 2.1865 0.4589 1.4 -1.6 0.5 0.311
H -2.3551 -0.5448 -1.1819 0.3 1.8 1.3 0.401
H 1.5621 -1.6366 -0.6856 -1.1 0.2 0.8 0.309
H 1.2593 -1.1898 0.9446 -0.2 0.2 0.9 0.277

7.
9
Properties=species:S:1:pos:R:3:forces:R:3:mulliken_charge:R:1 method="wB97M-V/def2-TZVPD" orbital_gap_ev=8.473 total_energy_ha=-734.8286 homo_ev=-8.992 lumo_energy_ev=-0.52
C -0.4422 1.2033 -0.1035 1.1 -0.8 -0.2 -0.696
N 0.1442 -0.0054 0.4622 2.0 1.1 0.6 -0.325
P -0.5807 -1.4343 0.1982 -1.8 -2.0 0.8 -0.040
I 2.2401 0.1157 0.3399 -0.6 -0.1 0.0 0.102
H -0.2675 1.3083 -1.1593 0.5 0.0 -0.8 0.313
H -1.5107 1.1472 -0.0536 -0.6 0.5 0.9 0.334
H 0.1662 1.9264 0.4031 -0.9 1.4 0.2 0.272
H 0.0113 -1.8535 -0.9248 0.6 -0.6 -2.2 0.005
H 0.2394 -2.4077 0.8378 -0.1 0.5 0.6 0.034

8.
9
Properties=species:S:1:pos:R:3:forces:R:3:mulliken_charge:R:1 method="wB97M-V/def2-TZVPD" orbital_gap_ev=8.261 smiles=CN(P)I total_energy_ha=-734.7914 homo_ev=-8.604 lumo_energy_ev=-0.34
C 1.2512 -0.2207 -0.2888 -4.7 1.1 5.3 -0.736
N -0.2853 -0.8758 0.2634 2.9 1.6 -1.1 -0.428
P -1.2472 0.2078 1.2010 -2.2 0.0 -1.6 0.038
I -1.0860 -2.1869 -1.0985 0.0 0.6 0.5 0.142
H 1.4515 0.2001 0.8027 0.7 -1.3 -2.4 0.244
H 1.6790 -1.1249 -0.5979 1.3 -0.5 -0.7 0.432
H 1.0376 0.6818 -0.8501 0.2 -0.6 -0.9 0.287
H -0.2937 0.9892 1.7755 1.3 0.3 0.5 -0.002
H -1.6300 1.4159 0.3478 0.5 -1.3 0.5 0.022